(1)
C28H42BrN3P2Pd | ωB97M-V with the def2-TZVPD basis set

XYZ file:
```
77
Properties=species:S:1:pos:R:3
C -5.043 -3.773 1.071
C -4.266 -3.614 -0.088
C -4.783 -2.873 -1.174
C -6.049 -2.278 -1.020
N -6.756 -2.433 0.097
C -6.293 -3.141 1.130
C -2.918 -4.118 -0.107
C -1.708 -4.278 -0.033
C -0.292 -4.064 0.130
C 0.317 -4.158 1.408
C 1.290 -3.204 1.733
C 1.610 -2.289 0.723
C 1.399 -2.537 -0.640
C 0.431 -3.510 -0.932
Pd 2.280 -0.424 1.267
P 0.107 0.315 1.139
H -4.217 -2.741 -2.097
H -4.671 -4.343 1.922
H -6.483 -1.673 -1.830
H -6.915 -3.219 2.030
H 0.197 -3.788 -1.965
H -0.049 -4.898 2.116
H 1.959 -1.992 -1.380
H 1.765 -3.065 2.693
C 0.059 2.101 1.491
C -1.309 2.791 1.368
H 0.811 2.561 0.816
H 0.473 2.200 2.513
H -1.195 3.830 1.683
H -1.671 2.797 0.337
H -2.054 2.335 2.025
C -0.962 -0.035 -0.308
C -2.459 0.039 -0.004
H -0.694 -1.042 -0.653
H -0.655 0.668 -1.097
H -3.025 -0.076 -0.936
H -2.777 -0.776 0.668
H -2.756 1.002 0.440
C -0.635 -0.685 2.459
C -1.694 0.057 3.249
H 0.193 -1.020 3.096
H -1.014 -1.578 1.951
H -2.030 -0.584 4.067
H -1.296 0.979 3.686
H -2.573 0.290 2.640
Br 4.002 1.395 0.640
P 1.860 1.729 -2.158
C 0.497 2.867 -2.527
C 0.932 4.071 -3.352
H 0.109 3.193 -1.539
H -0.315 2.303 -3.014
H 0.082 4.756 -3.451
H 1.749 4.615 -2.865
H 1.254 3.772 -4.359
C 3.485 2.498 -2.528
C 4.184 2.182 -3.844
H 4.115 2.180 -1.668
H 3.362 3.582 -2.438
H 5.176 2.644 -3.813
H 4.318 1.111 -4.039
H 3.665 2.619 -4.706
C 1.707 0.264 -3.250
C 1.279 0.600 -4.673
H 0.977 -0.420 -2.770
H 2.686 -0.245 -3.237
H 1.135 -0.342 -5.216
H 0.335 1.153 -4.704
H 2.048 1.177 -5.204
N 2.892 1.802 3.435
C 3.247 1.868 4.755
C 3.114 0.590 5.286
C 2.753 -0.241 4.209
N 2.572 0.498 3.118
H 3.426 2.295 2.655
H 3.600 2.788 5.195
H 3.335 0.259 6.277
H 2.773 -1.320 4.101
```

Values from the calculation:
net charge: +4
multiplicity: 5
HOMO-LUMO gap (spin up / spin down): 6.6 / 4.1 eV
LUMO (spin up / spin down): -12.951 / -15.445 eV
maximum force: 0.0513 Eh/bohr
HOMO (spin up / spin down): -0.720 / -0.719 Ha

***

(2)
C28H26F24I2N3O10 | ωB97M-V with the def2-TZVPD basis set

XYZ file:
```
93
Properties=species:S:1:pos:R:3
N 2.886 2.614 2.039
C 2.987 3.402 0.815
O 3.445 2.808 -0.216
C 2.607 4.948 0.687
C 1.034 5.255 0.693
C 0.172 4.318 -0.260
N 0.806 3.778 -1.436
C 0.125 2.925 -2.397
I 1.274 2.247 -4.129
C -1.368 2.518 -2.233
C -2.127 1.566 -3.271
O -2.234 0.224 -2.652
N -1.068 -0.001 -1.977
O -1.283 -0.514 -0.923
C -2.167 3.064 -0.993
C -3.708 2.716 -0.789
O -4.446 3.675 -0.426
O -4.302 1.455 -1.026
C -4.465 0.685 0.196
C -5.559 1.258 1.213
O -6.767 1.751 0.581
C -7.149 3.026 1.132
O -7.194 3.278 2.351
C -1.337 3.958 -0.001
I -2.226 4.772 1.827
H 1.918 2.554 2.386
H 3.279 1.683 1.821
H 3.043 5.471 1.632
H 3.175 5.418 -0.196
H 0.684 5.292 1.776
H 0.913 6.331 0.284
H 1.792 4.008 -1.664
H -1.549 1.403 -4.249
H -3.161 1.962 -3.559
H -4.838 -0.358 -0.134
H -3.466 0.478 0.737
H -5.037 2.096 1.817
H -5.887 0.487 2.007
H -7.465 3.829 0.374
C 4.747 7.017 5.061
C 4.067 7.308 3.707
C 5.009 7.442 2.511
F 5.861 8.472 2.642
F 4.297 7.677 1.374
F 3.280 8.401 3.831
F 3.218 6.260 3.454
O 4.949 8.136 5.930
C 6.133 8.888 5.748
C 5.846 10.345 5.374
F 5.165 10.429 4.209
F 6.999 11.033 5.203
F 6.936 8.268 4.864
F 6.782 8.847 6.933
H 4.055 6.375 5.615
H 5.653 6.415 4.954
H 5.588 6.526 2.357
H 5.256 10.839 6.149
C 0.737 -5.651 -3.275
C 2.216 -5.213 -3.313
C 3.081 -5.689 -2.147
F 2.660 -5.203 -0.963
F 4.359 -5.258 -2.302
F 2.276 -3.865 -3.443
F 2.750 -5.724 -4.461
O -0.205 -4.687 -2.786
C -0.414 -4.640 -1.390
C -0.040 -3.283 -0.788
F 1.267 -3.001 -0.981
F -0.248 -3.273 0.551
F 0.223 -5.669 -0.800
F -1.736 -4.867 -1.207
H 0.441 -5.803 -4.318
H 0.601 -6.629 -2.807
H 3.104 -6.781 -2.090
H -0.627 -2.482 -1.236
C -3.859 -8.512 -2.860
C -2.760 -9.377 -3.511
C -2.856 -10.881 -3.252
F -2.736 -11.185 -1.946
F -1.849 -11.532 -3.889
F -1.544 -8.898 -3.146
F -2.850 -9.182 -4.860
O -3.516 -7.856 -1.634
C -3.698 -8.598 -0.446
C -2.386 -8.807 0.316
F -1.490 -9.497 -0.424
F -2.595 -9.525 1.446
F -4.334 -9.751 -0.721
F -4.552 -7.874 0.315
H -4.046 -7.689 -3.556
H -4.816 -9.034 -2.791
H -3.801 -11.287 -3.622
H -1.935 -7.850 0.589
```

Values from the calculation:
net charge: +1
HOMO-LUMO gap: 7.3 eV
LUMO: -5.365 eV
maximum force: 0.0990 Eh/bohr
HOMO: -0.467 Ha